No. 1
{"formula": "C11H21N7O6", "method": "wB97M-V/def2-TZVPD", "symbols": ["C", "N", "O", "O", "H", "H", "H", "C", "N", "O", "O", "H", "H", "H", "C", "N", "O", "O", "H", "H", "H", "C", "C", "N", "H", "H", "H", "C", "C", "N", "H", "H", "H", "C", "C", "N", "H", "H", "H", "C", "C", "N", "H", "H", "H"], "coordinates": [[3.322169, -1.415303, -3.586484], [3.929089, -1.901026, -2.294139], [3.165086, -2.503564, -1.532858], [5.120795, -1.880080, -2.178330], [2.361419, -0.910430, -3.485630], [3.211234, -2.321000, -4.182725], [4.056568, -0.729335, -4.008609], [1.069255, -3.970555, 0.893824], [0.755578, -2.612013, 1.470661], [1.568835, -1.692716, 1.388766], [-0.322338, -2.438180, 2.050303], [0.095611, -4.300451, 0.531495], [1.387723, -4.634288, 1.697649], [1.691866, -3.782892, 0.019044], [1.486892, 2.168123, 2.158785], [0.689760, 2.547751, 3.388627], [0.355064, 3.713314, 3.657003], [0.249194, 1.596129, 4.046970], [1.635664, 3.071574, 1.567391], [0.845477, 1.507540, 1.575418], [2.378108, 1.615948, 2.456993], [-3.432065, -2.462131, 2.873576], [-3.707472, -1.230227, 2.105918], [-3.917171, -0.293970, 1.493215], [-4.317226, -2.570564, 3.500332], [-2.631233, -2.316134, 3.598461], [-3.182222, -3.270934, 2.186903], [-3.520707, 2.371299, -0.812963], [-4.809956, 1.830204, -1.245755], [-5.870592, 1.413289, -1.548600], [-3.132553, 1.792434, 0.025093], [-3.756166, 3.366668, -0.436260], [-2.740100, 2.471324, -1.567116], [1.601938, 4.101685, -1.431795], [1.567929, 2.634625, -1.685316], [1.592591, 1.485412, -1.912268], [1.162099, 4.447466, -0.496340], [1.026138, 4.610516, -2.204872], [2.644131, 4.404458, -1.533113], [-0.779363, -0.308428, -0.807102], [-0.303235, -1.363481, -1.684775], [0.054390, -2.229224, -2.356068], [-1.717284, -0.476841, -0.277919], [-0.861687, 0.615501, -1.379543], [-0.023234, -0.151493, -0.037845]], "atomic_forces_ev_per_a": [[0.5325, 0.5062, -0.0776], [-2.1114, -1.6505, 0.0883], [0.6815, 0.9394, -0.4493], [0.7986, 0.5659, 0.1095], [0.1304, -0.3252, 0.5739], [0.0266, 0.1583, -0.0065], [-0.0868, -0.2327, -0.1213], [-1.1975, 0.8564, -0.5342], [-0.1957, 1.7922, 1.2449], [-0.3258, -1.3965, -0.4202], [0.7355, -0.9161, -0.7831], [0.0883, -0.1871, 0.0908], [0.4062, 0.2944, -0.2452], [0.4792, -0.3068, 0.4983], [-0.6190, 0.5256, -0.0080], [-2.2523, -0.2710, 1.4821], [1.3912, -1.4436, -1.1902], [1.1566, 0.9460, -0.9674], [0.4294, -0.0760, 0.3651], [-0.0003, -0.1067, 0.2906], [-0.0921, 0.3340, 0.0259], [-0.3149, 1.0805, 0.2323], [0.8369, -1.3512, 0.7436], [-0.1696, 1.0283, -0.6574], [-0.1474, -0.7901, -0.2865], [0.2642, 0.1680, -0.3968], [-0.3295, -0.0670, 0.3094], [-0.2489, 0.3863, 0.5385], [-2.8342, -1.5394, -1.1517], [3.3215, 1.3372, 0.8886], [-0.1444, -0.1297, -0.0326], [0.2436, 0.1274, 0.0642], [-0.3967, -0.2144, -0.2781], [-0.0321, -0.4665, -0.6866], [-0.0959, -1.8056, -0.0831], [-0.0584, 2.7931, 0.5401], [0.2412, -0.5127, 0.1688], [0.0917, -0.1231, -0.1846], [-0.0885, 0.1783, 0.2165], [0.2963, 0.6838, 0.3253], [-0.3235, -0.7443, -0.1600], [-0.1211, 0.4615, 0.2782], [-0.0709, -0.4885, -0.3531], [0.0037, -0.0603, 0.0147], [0.1019, 0.0423, -0.0160]], "homo_lumo_gap_ev": 10.78, "lumo_ev": -0.107, "energy_ha": -1266.12243, "e_homo_ha": -0.4002, "e_above_lowest_kj_mol": 1440.5}

***

No. 2
{"formula": "C11H21NSiSn", "method": "wB97M-V/def2-TZVPD", "symbols": ["C", "C", "C", "C", "C", "Sn", "N", "C", "C", "H", "H", "H", "H", "H", "H", "H", "H", "H", "H", "C", "Si", "C", "C", "C", "H", "H", "H", "H", "H", "H", "H", "H", "H", "H", "H"], "coordinates": [[2.113089, 0.153046, -2.997604], [1.357613, 1.187049, -3.661390], [0.015429, 0.798647, -3.760789], [-0.143146, -0.470720, -3.165404], [1.148184, -0.936935, -2.665738], [0.458621, 0.287888, -0.897552], [1.927783, 0.425847, 0.592831], [1.823673, 1.996301, 1.072484], [1.051420, 2.441857, -0.150427], [-0.737809, 1.376317, -4.272164], [1.820947, 2.103305, -4.090020], [-0.998662, -1.126809, -3.137126], [1.392348, -1.912058, -2.247599], [3.217037, 0.058017, -2.876040], [1.665784, 2.612664, -1.025144], [2.894745, 2.358827, 1.136333], [2.535133, -0.510967, 0.601464], [0.070733, 2.884278, -0.232653], [1.244857, 2.279371, 2.008517], [-0.355394, -2.521833, 1.578496], [-1.358785, -0.933814, 1.722643], [-3.088571, -1.280801, 2.284229], [-0.504025, 0.163212, 2.994319], [-1.515606, -0.143105, 0.032427], [-0.431099, -2.974280, 2.582864], [0.665102, -2.324335, 1.320696], [-0.831685, -3.163932, 0.829761], [-3.184209, -1.742380, 3.255483], [-3.730187, -0.408306, 2.393173], [-3.639182, -1.972271, 1.653919], [0.552421, 0.237657, 2.713650], [-0.940603, 1.172617, 3.040739], [-0.559106, -0.311590, 3.986192], [-2.095667, -0.732990, -0.717506], [-1.841183, 0.930224, 0.096936]], "atomic_forces_ev_per_a": [[-1.0372, -0.2465, -0.9173], [2.2840, -0.9274, 0.2820], [-0.0450, -0.7783, 0.1641], [0.4234, -0.1246, -0.4583], [0.9125, 2.0227, -0.2344], [0.2582, 2.0060, 3.0732], [0.1646, -2.5304, -0.4622], [0.4842, -1.9105, -1.1056], [-0.4744, -1.1129, -1.9066], [-0.2014, -0.0643, 0.1912], [-0.5753, -0.8012, 0.5527], [-0.2953, 0.3147, -0.0403], [-0.0865, 0.1155, -0.3949], [-1.2184, 0.3787, 0.0984], [0.1807, 0.7128, 0.0440], [-1.4072, -0.1722, -0.1014], [-0.6026, 3.4254, 1.5409], [0.1571, 0.9426, 0.8542], [0.8100, -1.0943, -0.8316], [-1.3734, 0.1655, 0.5032], [0.3353, 0.2788, -0.0896], [-0.8854, -0.3567, 0.4058], [-0.0277, -0.0772, -0.1868], [0.6805, 0.5172, -0.9058], [0.2736, -0.1900, -0.4833], [0.6504, 0.0515, -0.0772], [0.1963, -0.1501, 0.1806], [0.4368, -0.2670, 0.6013], [0.1597, 0.3939, -0.3090], [0.0307, -0.0717, -0.5071], [-0.1700, 0.0649, 0.0745], [0.1174, -0.2858, 0.0927], [-0.0920, 0.2032, -0.2254], [0.1352, 0.5892, 0.7206], [-0.1987, -1.0215, -0.1423]], "homo_lumo_gap_ev": 7.87, "lumo_ev": 0.426, "energy_ha": -990.12066, "e_homo_ha": -0.2735}